No. 1
DFT (ωB97M-V with the def2-TZVPD basis set) results for 9 unconnected molecules or ions with the total composition C31H63Br4NO19 in a non-equilibrium geometry.

Computed properties:
SMILES string: CCOC(=O)OC.CCOC(=O)OC.CCOC(=O)OC.CCOC(=O)OC.CCOC(=O)OC.CCOC(=O)OC.CN(C)C=O.BrCCBr.BrCCBr
ΔE to the lowest compared entry with this formula, charge and spin: 0.0 kcal/mol
frontier orbital gap: 9.622 eV
highest occupied orbital energy: -0.34704 Ha
strongest force on any atom: 2.97 eV/Å
spin multiplicity: 1

Last column: Mulliken charge in e.
Positions of all 118 atoms, in Å:
C1 -1.73 4.69 -6.54  -1.18
C2 -0.96 4.23 -5.29  -0.09
O1 -0.83 2.80 -5.25  -0.36
C3 -1.85 2.09 -4.83  0.91
O2 -2.93 2.52 -4.54  -0.57
O3 -1.52 0.80 -4.91  -0.33
C4 -2.42 -0.08 -4.26  -0.64
H1 -1.86 5.77 -6.56  0.39
H2 -2.74 4.29 -6.44  0.30
H3 -1.22 4.31 -7.43  0.30
H4 -1.52 4.54 -4.40  0.09
H5 0.03 4.63 -5.13  0.42
H6 -3.26 -0.42 -4.86  0.35
H7 -2.75 0.22 -3.27  0.26
H8 -1.86 -1.00 -4.09  0.16
C5 -0.87 1.37 2.56  -0.75
C6 -0.62 2.25 3.79  -0.38
O4 -1.75 2.30 4.61  -0.27
C7 -1.66 1.76 5.82  0.75
O5 -0.74 1.12 6.24  -0.57
O6 -2.67 2.20 6.55  -0.34
C8 -2.72 1.91 7.94  -0.66
H9 -0.69 0.32 2.79  0.33
H10 -0.10 1.47 1.79  0.07
H11 -1.86 1.54 2.13  0.36
H12 -0.38 3.25 3.42  0.29
H13 0.31 1.90 4.26  0.33
H14 -3.08 0.91 8.19  0.27
H15 -3.41 2.62 8.38  0.23
H16 -1.73 2.12 8.34  0.32
C9 -8.25 2.73 0.69  -1.12
C10 -7.35 1.97 -0.26  -0.22
O7 -6.47 2.74 -1.02  -0.37
C11 -5.20 2.80 -0.60  0.71
O8 -4.76 2.45 0.46  -0.57
O9 -4.47 3.30 -1.58  -0.33
C12 -3.08 3.46 -1.31  -0.29
H17 -8.83 3.51 0.18  0.28
H18 -7.67 3.19 1.49  0.28
H19 -9.04 2.16 1.20  0.38
H20 -7.92 1.25 -0.86  0.40
H21 -6.81 1.21 0.33  0.28
H22 -2.92 4.26 -0.58  0.45
H23 -2.61 3.83 -2.21  -0.17
H24 -2.69 2.54 -0.89  0.24
C13 2.62 5.17 -1.33  -1.06
C14 2.55 4.24 -0.11  0.10
O10 1.84 4.88 0.97  -0.19
C15 2.56 5.74 1.68  0.65
O11 3.74 5.97 1.60  -0.57
O12 1.72 6.28 2.56  -0.35
C16 2.19 7.18 3.53  -0.69
H25 2.77 6.19 -0.95  0.40
H26 1.69 5.18 -1.89  0.20
H27 3.44 4.90 -1.98  0.32
H28 3.57 4.03 0.20  0.35
H29 2.10 3.27 -0.32  -0.05
H30 1.42 7.60 4.16  0.25
H31 2.87 7.95 3.18  0.29
H32 2.81 6.58 4.22  0.30
C17 -0.30 -7.39 4.91  -1.05
C18 -0.21 -5.87 4.87  -0.13
O13 -1.09 -5.40 3.85  -0.35
C19 -0.57 -5.34 2.62  0.72
O14 0.58 -5.22 2.34  -0.50
O15 -1.61 -5.20 1.80  -0.39
C20 -1.40 -4.69 0.50  -0.37
H33 -0.01 -7.78 3.94  0.26
H34 -1.23 -7.84 5.27  0.30
H35 0.28 -7.83 5.73  0.37
H36 0.81 -5.65 4.57  0.20
H37 -0.43 -5.42 5.83  0.33
H38 -2.40 -4.36 0.21  0.36
H39 -1.05 -5.35 -0.29  0.22
H40 -0.73 -3.83 0.52  0.05
C21 4.90 -0.73 2.34  -1.26
C22 3.56 -1.42 2.12  0.02
O16 3.77 -2.68 1.50  -0.38
C23 2.75 -3.27 0.88  0.78
O17 1.61 -2.88 0.85  -0.40
O18 3.20 -4.36 0.29  -0.36
C24 2.20 -5.31 -0.17  -0.40
H41 5.72 -1.41 2.54  0.30
H42 4.80 -0.11 3.23  0.40
H43 5.10 -0.13 1.45  0.30
H44 2.88 -0.84 1.49  0.06
H45 3.05 -1.56 3.07  0.38
H46 2.67 -5.87 -0.97  0.31
H47 1.36 -4.66 -0.39  0.00
H48 1.95 -5.99 0.64  0.26
C25 1.00 -1.09 -1.82  -0.41
N1 0.87 0.34 -1.88  0.57
C26 1.53 0.90 -3.05  -0.57
C27 0.02 1.06 -1.13  -0.22
O19 -0.11 2.27 -1.11  -0.45
H49 0.53 -1.53 -0.94  0.10
H50 2.04 -1.39 -1.96  -0.04
H51 0.48 -1.67 -2.60  0.12
H52 2.59 0.61 -3.08  -0.18
H53 1.09 0.51 -3.98  0.33
H54 1.39 1.97 -3.11  0.28
H55 -0.53 0.43 -0.41  0.53
Br1 5.40 0.18 -3.14  -0.21
C28 5.88 -1.74 -2.95  -0.61
C29 4.86 -2.52 -2.20  0.06
Br2 5.32 -4.43 -2.28  -0.14
H56 6.86 -1.91 -2.51  0.41
H57 5.93 -2.14 -3.97  0.40
H58 3.82 -2.40 -2.52  0.04
H59 4.79 -2.19 -1.16  0.05
Br3 0.75 -7.51 -5.50  -0.17
C30 1.13 -6.85 -3.69  -0.75
C31 0.18 -5.70 -3.33  0.09
Br4 0.95 -4.10 -4.22  -0.11
H60 2.14 -6.48 -3.61  0.37
H61 0.95 -7.74 -3.09  0.44
H62 0.36 -5.57 -2.26  -0.37
H63 -0.84 -5.92 -3.60  0.52

No. 2
DFT (ωB97M-V with the def2-TZVPD basis set) results for 7 unconnected molecules or ions with the total composition C31H63BrN3O8PS in a non-equilibrium geometry.

Computed properties:
SMILES string: CCCc1c(OCC)c([PH2]=S)c2nc([C@H](Br)CC)c(C[C@@H]3CO3)nc2c1N.CCO.CCO.CCO.CCO.CCO.CCO
frontier orbital gap: 7.054 eV
highest occupied orbital energy: -0.28363 Ha
strongest force on any atom: 4.32 eV/Å
spin multiplicity: 1

Last column: Mulliken charge in e.
Positions of all 108 atoms, in Å:
C1 -1.02 -4.68 -1.18  -0.88
C2 -2.32 -3.80 -0.89  -0.52
C3 -2.15 -2.36 -1.50  -0.73
C4 -1.38 -1.35 -0.60  0.07
C5 -0.21 -0.60 -1.23  -0.02
O1 0.17 -0.82 -2.54  -0.43
C6 -0.71 -0.17 -3.49  -0.20
C7 0.09 0.98 -4.25  -0.70
C8 0.53 0.39 -0.45  0.44
P1 1.98 1.31 -1.23  0.31
S1 3.20 0.12 -2.21  -0.44
C9 0.21 0.69 1.00  0.23
N1 0.97 1.67 1.62  -0.39
C10 0.57 1.82 2.91  0.71
C11 1.36 2.93 3.71  -0.85
Br1 2.49 2.19 5.15  -0.09
C12 0.39 4.11 4.20  -0.10
C13 0.64 5.46 3.41  -1.19
C14 -0.51 1.03 3.59  0.28
C15 -0.90 1.23 5.10  0.06
C16 -0.45 -0.17 5.89  -0.08
C17 0.59 0.07 7.12  -0.55
O2 0.95 -0.56 5.74  -0.25
N2 -1.26 0.09 2.94  -0.53
C18 -0.89 -0.06 1.62  -0.11
C19 -1.67 -1.07 0.79  0.44
N3 -2.77 -1.76 1.46  -0.54
H1 -0.12 -4.22 -0.72  0.23
H2 -0.91 -4.73 -2.29  0.17
H3 -1.20 -5.72 -0.76  0.34
H4 -3.22 -4.32 -1.36  0.36
H5 -2.50 -3.83 0.22  0.31
H6 -3.19 -1.94 -1.68  0.39
H7 -1.67 -2.40 -2.52  0.08
H8 -0.96 -0.92 -4.30  0.31
H9 -1.67 0.20 -3.06  0.21
H10 -0.33 1.21 -5.26  0.36
H11 0.20 1.88 -3.58  -0.17
H12 1.12 0.57 -4.40  0.28
H13 1.55 2.38 -2.06  0.01
H14 2.73 1.85 -0.14  0.11
H15 2.08 3.43 3.00  0.50
H16 -0.65 3.74 3.98  0.26
H17 0.49 4.32 5.30  0.17
H18 1.56 5.93 3.86  0.36
H19 0.89 5.18 2.35  0.20
H20 -0.24 6.15 3.42  0.33
H21 -2.00 1.33 5.26  0.45
H22 -0.28 1.99 5.62  -0.51
H23 -1.26 -0.99 6.03  0.31
H24 1.06 1.07 7.26  0.12
H25 0.93 -0.82 7.71  0.32
H26 -3.56 -1.13 1.60  0.26
H27 -2.38 -2.06 2.35  0.28
C20 -0.71 5.00 -5.21  -0.91
C21 -0.53 4.13 -6.44  -0.26
O3 -1.42 3.02 -6.39  -0.48
H28 -0.52 4.43 -4.30  0.19
H29 -0.02 5.85 -5.23  0.32
H30 -1.73 5.38 -5.14  0.32
H31 0.48 3.74 -6.49  0.28
H32 -0.73 4.70 -7.35  0.31
H33 -2.32 3.37 -6.35  0.27
C22 0.30 -6.87 -5.51  -0.92
C23 0.79 -6.41 -4.15  -0.21
O4 -0.25 -6.53 -3.19  -0.47
H34 -0.56 -6.28 -5.83  0.27
H35 1.09 -6.77 -6.26  0.20
H36 -0.02 -7.91 -5.48  0.35
H37 1.08 -5.36 -4.19  0.25
H38 1.65 -7.00 -3.83  0.28
H39 -0.51 -7.46 -3.15  0.25
C24 -2.62 4.06 8.69  -1.13
C25 -1.30 4.25 7.97  0.09
O5 -1.50 4.91 6.73  -0.46
H40 -3.31 3.47 8.07  0.28
H41 -2.48 3.54 9.64  0.35
H42 -3.10 5.02 8.88  0.34
H43 -0.83 3.28 7.76  0.01
H44 -0.61 4.84 8.58  0.30
H45 -1.90 5.77 6.91  0.27
C26 3.34 -7.51 -9.45  -0.96
C27 2.37 -6.37 -9.72  -0.26
O6 2.52 -5.35 -8.74  -0.50
H46 3.17 -7.93 -8.45  0.24
H47 3.23 -8.30 -10.19  0.31
H48 4.38 -7.15 -9.47  0.32
H49 1.35 -6.73 -9.68  0.27
H50 2.55 -5.94 -10.71  0.30
H51 3.43 -5.03 -8.79  0.29
C28 -0.64 8.04 0.19  -1.11
C29 -0.99 6.62 -0.23  -0.01
O7 -0.15 6.21 -1.30  -0.49
H52 -0.75 8.73 -0.65  0.33
H53 -1.28 8.37 1.01  0.33
H54 0.41 8.10 0.51  0.33
H55 -2.02 6.57 -0.57  0.31
H56 -0.87 5.93 0.61  0.03
H57 0.76 6.25 -0.99  0.28
C30 1.11 -4.30 4.49  -0.69
C31 2.24 -4.50 5.49  -0.27
O8 3.20 -3.47 5.36  -0.53
H58 1.50 -4.29 3.47  0.27
H59 0.37 -5.09 4.58  0.34
H60 0.62 -3.33 4.66  0.05
H61 2.74 -5.45 5.31  0.30
H62 1.85 -4.50 6.52  0.23
H63 2.75 -2.63 5.53  0.30

- What is the frontier orbital gap in the second record?
  7.054 eV

- The lowest frontier orbital gap belongs to which entry?
  C31H63BrN3O8PS

- Which value of spin multiplicity does entry 2 give?
  1